(1)
{
  "formula": "C3H11N2O2",
  "method": "ωB97M-V with the def2-TZVPD basis set",
  "symbols": ["C", "C", "C", "N", "O", "N", "H", "H", "H", "H", "H", "H", "H", "H", "H", "H", "H", "O"],
  "xyz": [[-1.551, -0.284, 0.107], [-0.914, 1.063, -0.107], [0.398, 1.039, -0.928], [0.987, 2.219, -1.186], [0.940, -0.038, -1.125], [-0.659, -1.194, 0.948], [-1.900, -0.889, -0.727], [-2.423, -0.097, 0.728], [-1.659, 1.726, -0.549], [-0.372, 1.384, 0.802], [0.568, 3.056, -0.823], [1.984, 2.241, -1.337], [-0.512, -0.721, 1.834], [0.242, -1.502, 0.482], [-1.135, -2.065, 1.186], [2.055, -1.268, -0.127], [1.970, -2.778, 0.206], [1.982, -1.893, 0.615]],
  "forces_ev_per_a": [[-0.07, -0.75, 0.98], [1.73, -0.11, -1.18], [-0.14, -0.54, 0.23], [-0.29, 0.01, 0.25], [0.10, -0.21, -0.30], [-0.69, -0.12, -0.62], [0.38, 0.45, -0.43], [-0.17, -0.16, 0.07], [0.19, 0.40, 0.57], [-1.41, 0.42, 0.34], [-0.04, 0.21, -0.11], [-0.07, -0.11, -0.26], [0.68, -0.07, 0.14], [-0.01, 0.73, 0.66], [-0.26, 0.03, -0.06], [0.25, -0.10, -0.04], [0.38, 0.41, 0.20], [-0.54, -0.49, -0.42]],
  "nbo_charge": [-0.211, -0.526, 0.697, -0.784, -0.685, -0.697, 0.245, 0.227, 0.269, 0.241, 0.405, 0.425, 0.429, 0.485, 0.432, 0.510, 0.490, -0.951],
  "e_homo_ev": -14.33,
  "total_charge": 1,
  "e_lumo_ev": -3.24
}

=====

(2)
{
  "formula": "C23H23AuBr2N4O5S2",
  "method": "ωB97M-V with the def2-TZVPD basis set",
  "symbols": ["Au", "C", "C", "C", "C", "C", "C", "C", "S", "O", "O", "N", "C", "C", "O", "O", "H", "H", "H", "H", "H", "H", "H", "H", "H", "C", "C", "C", "C", "C", "C", "Br", "C", "C", "Br", "C", "O", "C", "N", "H", "H", "H", "H", "H", "H", "C", "N", "C", "C", "N", "C", "S", "H", "H", "H", "H", "H", "H", "H", "H"],
  "xyz": [[-0.957, 1.510, -0.535], [-1.296, -1.614, 5.185], [-0.692, -0.526, 4.341], [-0.781, 0.810, 4.714], [-0.234, 1.814, 3.925], [0.410, 1.471, 2.747], [0.528, 0.140, 2.365], [-0.020, -0.848, 3.162], [0.947, 2.738, 1.639], [1.237, 3.909, 2.415], [1.931, 2.164, 0.765], [-0.377, 3.045, 0.706], [-1.396, 3.782, 1.264], [-2.979, 1.901, 2.293], [-3.495, 2.591, 3.072], [-2.618, 1.024, 1.606], [-1.889, -1.201, 6.000], [-0.519, -2.247, 5.617], [-1.942, -2.256, 4.583], [-1.293, 1.075, 5.632], [-0.304, 2.853, 4.218], [1.046, -0.103, 1.447], [0.065, -1.886, 2.862], [-2.206, 4.063, 0.604], [-1.173, 4.417, 2.112], [2.974, -0.312, -1.248], [1.910, -1.236, -0.732], [2.252, -2.410, -0.016], [1.266, -3.218, 0.464], [-0.089, -2.878, 0.248], [-1.197, -3.618, 0.730], [-0.924, -5.196, 1.747], [-2.472, -3.205, 0.488], [-2.707, -2.024, -0.239], [-4.489, -1.472, -0.511], [-1.683, -1.246, -0.733], [-1.907, -0.123, -1.400], [-0.339, -1.699, -0.485], [0.660, -0.911, -0.958], [3.838, -0.299, -0.584], [2.577, 0.699, -1.329], [3.317, -0.642, -2.233], [3.294, -2.646, 0.153], [1.506, -4.113, 1.022], [-3.314, -3.770, 0.862], [2.266, 2.241, -4.782], [1.306, 1.200, -4.498], [1.046, 0.110, -5.434], [0.059, -0.748, -4.640], [-0.509, 0.237, -3.727], [0.321, 1.266, -3.589], [0.186, 2.525, -2.448], [1.934, 2.872, -5.611], [3.220, 1.785, -5.044], [2.399, 2.857, -3.896], [1.968, -0.414, -5.680], [0.604, 0.501, -6.356], [0.572, -1.532, -4.075], [-0.708, -1.200, -5.264], [-1.128, -0.010, -2.943]],
  "forces_ev_per_a": [[-0.07, 0.06, 0.05], [0.00, 0.00, 0.00], [0.00, -0.01, 0.00], [-0.02, 0.01, 0.00], [0.00, -0.01, 0.01], [-0.03, -0.03, -0.02], [0.00, 0.01, 0.02], [-0.01, 0.00, 0.01], [-0.15, 0.05, -0.15], [0.03, -0.01, 0.01], [0.05, -0.01, 0.00], [0.22, -0.20, 0.00], [-0.04, 0.25, 0.02], [-0.40, -0.69, 0.32], [0.18, 0.18, -0.18], [0.09, 0.44, 0.00], [0.00, 0.00, 0.00], [0.00, 0.00, 0.00], [0.00, 0.00, 0.00], [0.00, 0.00, 0.00], [0.00, 0.00, 0.00], [0.01, 0.00, 0.02], [-0.01, 0.01, 0.02], [0.00, -0.06, 0.00], [0.02, -0.01, -0.02], [0.00, 0.00, -0.03], [0.02, 0.03, -0.01], [-0.01, -0.01, 0.01], [0.01, 0.00, 0.00], [0.00, -0.01, -0.03], [0.00, 0.00, -0.02], [0.00, 0.01, 0.00], [0.00, 0.01, 0.01], [0.01, 0.01, 0.00], [0.00, 0.00, 0.00], [0.00, 0.03, 0.11], [0.04, -0.06, -0.11], [0.01, -0.04, -0.01], [-0.01, 0.00, -0.08], [-0.01, 0.01, 0.00], [0.00, 0.00, 0.01], [-0.01, -0.01, -0.01], [0.00, 0.01, 0.00], [0.00, 0.00, 0.00], [0.00, 0.00, 0.00], [0.00, 0.01, -0.01], [0.03, -0.02, 0.03], [0.01, -0.02, 0.00], [0.01, -0.02, 0.01], [-0.03, 0.00, 0.03], [0.00, 0.03, 0.01], [0.08, 0.07, -0.05], [0.00, 0.00, 0.00], [-0.01, 0.00, 0.00], [0.00, 0.00, 0.00], [0.00, 0.00, -0.01], [-0.01, 0.01, 0.00], [0.00, 0.01, 0.00], [0.00, 0.00, 0.00], [-0.02, -0.02, 0.02]],
  "mulliken_spin": [0.527, 0.000, 0.004, -0.002, 0.028, 0.060, -0.048, -0.003, -0.008, 0.011, 0.003, 0.222, 0.715, 0.034, 0.040, -0.019, 0.000, 0.000, 0.000, 0.000, 0.003, 0.016, -0.001, 0.000, 0.017, 0.000, -0.001, -0.001, 0.000, 0.003, 0.010, 0.001, -0.004, 0.005, 0.000, -0.021, 0.047, 0.015, -0.007, 0.000, 0.000, 0.000, 0.000, 0.000, 0.000, -0.001, 0.015, -0.003, -0.002, 0.006, -0.012, 0.351, -0.001, -0.001, 0.005, 0.001, 0.000, 0.000, 0.001, -0.004],
  "e_homo_ev": [-6.63, -8.06],
  "spin_multiplicity": 3,
  "total_charge": 0,
  "e_lumo_ev": [-0.01, -1.79]
}

=====

(3)
{
  "formula": "C3H4ClNO3",
  "method": "ωB97M-V with the def2-TZVPD basis set",
  "symbols": ["C", "C", "C", "H", "H", "H", "H", "N", "O", "O", "O", "Cl"],
  "xyz": [[0.228, 1.194, -0.394], [0.261, -1.003, 0.075], [-0.418, -2.346, -0.103], [-0.715, 4.218, 1.508], [1.460, 1.171, -0.474], [0.410, -2.968, 0.262], [-1.233, -2.349, 0.641], [-0.620, 2.319, 0.102], [0.457, 3.310, 0.072], [-0.406, 0.080, -0.438], [1.324, -0.910, 0.600], [-0.747, -2.716, -1.850]],
  "forces_ev_per_a": [[-0.72, 6.93, 3.46], [0.07, -0.34, -0.88], [0.95, 0.62, 0.32], [2.22, -0.96, -2.04], [-3.58, 0.48, 0.20], [-0.71, -0.45, -0.35], [-0.25, -0.48, -1.00], [7.86, -4.43, -3.71], [-4.59, 1.35, 2.80], [-1.40, -3.20, -0.53], [0.32, 0.24, 0.37], [-0.19, 0.24, 1.38]],
  "nbo_charge": [0.308, 0.772, -0.475, 0.282, 0.228, 0.252, 0.250, -0.158, -0.415, -0.492, -0.535, -0.016],
  "e_homo_ev": -8.81,
  "total_charge": 0,
  "e_lumo_ev": -2.68
}

=====

(4)
{
  "formula": "C15H37BrFN8OP2",
  "method": "ωB97M-V with the def2-TZVPD basis set",
  "symbols": ["C", "C", "N", "C", "N", "C", "N", "C", "C", "F", "N", "P", "N", "C", "Br", "C", "C", "H", "H", "H", "H", "H", "H", "H", "H", "H", "H", "H", "H", "H", "H", "H", "H", "H", "H", "H", "O", "P", "N", "C", "C", "N", "C", "C", "N", "C", "C", "H", "H", "H", "H", "H", "H", "H", "H", "H", "H", "H", "H", "H", "H", "H", "H", "H", "H"],
  "xyz": [[3.062, 4.889, 1.515], [2.171, 3.796, 1.292], [1.359, 2.718, 0.596], [0.491, 2.958, -0.481], [0.469, 4.396, -0.935], [1.420, 4.702, -2.058], [2.719, 3.940, -2.062], [-0.905, 4.973, -1.110], [-0.858, 6.642, -1.217], [-2.187, 7.136, -0.788], [-0.188, 1.770, -1.069], [-0.264, 1.749, -2.843], [1.088, 1.185, -3.547], [-1.426, 1.287, -0.391], [-1.319, 0.948, 1.575], [-2.807, 2.161, -0.752], [-3.460, 2.892, 0.588], [3.900, 5.714, 1.698], [1.468, 1.731, 0.962], [1.712, 5.855, -1.954], [0.948, 4.613, -3.147], [3.316, 4.121, -1.227], [2.614, 2.928, -2.283], [-1.440, 4.630, -2.107], [-1.515, 4.751, -0.136], [-0.703, 6.870, -2.378], [0.031, 7.061, -0.571], [-1.366, 0.868, -3.219], [-0.571, 3.063, -3.347], [0.835, 0.323, -4.080], [-1.652, 0.213, -0.869], [-2.663, 2.886, -1.662], [-3.648, 1.388, -1.102], [-2.693, 3.515, 1.212], [-4.113, 2.149, 1.240], [-4.241, 3.683, 0.152], [2.072, -2.761, 1.205], [0.728, -3.443, 1.560], [1.411, -4.984, 1.692], [1.920, -5.787, 0.605], [2.201, -5.205, 2.901], [0.003, -3.087, 0.056], [-0.411, -4.019, -0.977], [0.460, -1.858, -0.614], [-0.818, -4.227, 1.968], [-1.339, -3.647, 3.211], [-1.124, -5.657, 1.964], [1.890, -6.844, 0.881], [2.946, -5.522, 0.334], [1.302, -5.723, -0.289], [1.543, -5.223, 3.775], [2.942, -4.409, 3.052], [2.738, -6.160, 2.893], [0.427, -4.361, -1.586], [-1.129, -3.545, -1.658], [-0.943, -4.889, -0.589], [1.410, -2.019, -1.131], [0.587, -1.043, 0.106], [-0.271, -1.501, -1.350], [-0.765, -3.988, 4.080], [-2.398, -3.898, 3.362], [-1.277, -2.552, 3.174], [-0.654, -6.188, 2.801], [-0.830, -6.155, 1.037], [-2.207, -5.809, 2.044]],
  "forces_ev_per_a": [[-6.10, -8.04, -2.16], [5.84, 6.96, -0.02], [-0.35, 2.21, -0.79], [1.69, 0.58, 0.95], [-0.84, -2.95, 0.04], [2.40, 1.43, -1.50], [-1.66, 0.35, 0.61], [-1.18, 1.30, 0.16], [0.04, -1.09, -0.80], [3.16, -1.12, -0.89], [0.41, 3.43, 1.75], [2.20, -2.24, -2.84], [-2.48, 0.73, 0.98], [-2.87, -1.84, -1.55], [0.51, 0.15, -1.34], [-1.07, -0.66, 1.02], [-1.15, 1.07, -1.28], [-2.38, -2.28, -0.13], [-0.17, 1.41, -0.58], [-0.75, -2.51, -0.10], [0.67, -0.10, 2.37], [-0.91, -0.32, -0.97], [0.17, 1.06, 0.15], [0.93, 0.44, 2.12], [0.96, 0.24, -2.09], [-0.53, -0.01, 2.75], [-2.19, -0.58, -1.09], [0.31, 1.10, 0.95], [-0.09, -0.61, 1.03], [0.48, 0.76, 0.75], [0.90, 2.34, 1.28], [-0.02, -1.26, 1.97], [2.06, 1.54, 0.72], [-1.45, -1.45, -1.05], [1.81, 1.51, -1.34], [1.66, -1.65, 0.98], [-1.14, 1.94, 2.88], [1.85, -3.36, -5.74], [0.72, -1.98, 0.43], [0.18, 0.23, -0.68], [-0.19, 0.44, 0.38], [-0.28, 1.83, -1.21], [-1.04, -0.29, 0.32], [0.37, -0.11, 0.38], [-1.25, 1.20, 2.69], [-0.77, 0.27, -0.10], [0.68, -0.53, 0.15], [0.10, 0.01, 0.23], [0.09, -0.09, -0.11], [0.03, 0.23, 0.06], [-0.04, 0.07, 0.18], [-0.01, -0.15, -0.04], [-0.27, 0.11, -0.26], [0.19, 0.00, -0.06], [0.11, 0.11, 0.10], [0.23, 0.07, 0.14], [0.08, 0.17, -0.05], [0.17, -0.24, -0.07], [-0.15, -0.39, 0.02], [-0.19, 0.01, 0.11], [0.24, -0.06, -0.03], [0.12, -0.03, -0.04], [-0.07, -0.07, -0.06], [0.21, 0.26, 0.19], [0.02, 0.47, 0.11]],
  "nbo_charge": [-0.157, 0.085, -0.540, 0.805, -0.522, -0.077, -0.847, -0.275, 0.037, -0.365, -0.808, 1.373, -1.251, -0.112, 0.072, -0.466, -0.658, 0.333, 0.485, 0.224, 0.203, 0.385, 0.397, 0.196, 0.248, 0.194, 0.203, 0.015, -0.023, 0.399, 0.266, 0.221, 0.248, 0.219, 0.252, 0.240, -0.954, 2.121, -0.796, -0.404, -0.424, -0.772, -0.401, -0.391, -0.650, -0.425, -0.404, 0.196, 0.191, 0.199, 0.189, 0.207, 0.214, 0.181, 0.188, 0.211, 0.200, 0.192, 0.158, 0.181, 0.200, 0.194, 0.190, 0.205, 0.206],
  "e_homo_ev": -9.88,
  "total_charge": 1,
  "e_lumo_ev": -5.16
}

=====

(5)
{
  "formula": "C6N2",
  "method": "ωB97M-V with the def2-TZVPD basis set",
  "symbols": ["C", "C", "C", "C", "C", "C", "N", "N"],
  "xyz": [[1.493, 1.049, -0.390], [-1.381, 0.002, 0.072], [0.380, 1.753, 0.110], [0.734, -1.077, 0.243], [-0.701, 1.075, 0.122], [-0.402, -1.417, -0.251], [1.582, -0.128, 0.135], [-1.705, -1.258, -0.043]],
  "forces_ev_per_a": [[-0.40, -1.36, -0.68], [-0.66, -1.39, 0.27], [0.77, -0.15, 1.38], [2.66, 0.51, -0.54], [-0.99, 1.23, -1.30], [0.37, 0.38, 0.11], [0.20, 0.31, 0.74], [-1.95, 0.46, 0.02]],
  "nbo_charge": [0.247, 0.326, -0.011, 0.133, -0.124, 0.199, -0.381, -0.389],
  "e_homo_ev": -8.80,
  "total_charge": 0,
  "e_lumo_ev": -1.82
}

=====

(6)
{
  "formula": "C4H10N2O2",
  "method": "ωB97M-V with the def2-TZVPD basis set",
  "symbols": ["C", "C", "N", "C", "N", "O", "C", "O", "H", "H", "H", "H", "H", "H", "H", "H", "H", "H"],
  "xyz": [[-2.296, -0.531, 0.291], [-0.790, -0.782, 0.321], [-0.114, 0.335, -0.304], [0.048, 0.227, -1.726], [1.378, 0.446, 0.341], [2.172, -0.687, 0.156], [1.723, 1.363, 1.238], [2.792, 1.335, 1.815], [-2.667, -0.490, -0.729], [-2.809, -1.333, 0.815], [-2.522, 0.412, 0.782], [-0.468, -0.834, 1.363], [-0.548, -1.738, -0.165], [0.639, 1.070, -2.079], [0.518, -0.713, -2.042], [-0.947, 0.293, -2.165], [2.931, -0.515, 0.750], [0.960, 2.144, 1.338]],
  "forces_ev_per_a": [[0.26, -0.07, -0.04], [-0.36, -0.37, 0.33], [3.91, 0.91, 2.38], [0.25, -0.04, -0.44], [-3.58, -1.05, -2.43], [-0.14, 0.25, 0.12], [-0.38, 0.37, -0.07], [0.46, -0.13, 0.34], [-0.12, -0.01, -0.09], [-0.09, -0.08, 0.00], [-0.05, 0.07, 0.03], [0.04, -0.03, -0.15], [0.06, 0.08, 0.08], [-0.05, -0.05, -0.06], [-0.02, 0.04, 0.01], [-0.02, -0.02, -0.05], [-0.16, 0.11, 0.00], [-0.02, 0.02, 0.04]],
  "nbo_charge": [-0.607, -0.240, -0.228, -0.431, -0.043, -0.565, 0.465, -0.647, 0.203, 0.218, 0.215, 0.216, 0.179, 0.221, 0.188, 0.212, 0.501, 0.143],
  "smiles": "CCN(C)N(O)C=O",
  "e_homo_ev": -9.26,
  "total_charge": 0,
  "e_lumo_ev": 0.82
}

=====

Number 1: total energy -380.68463 a.u., maximum force 2.1 eV Å⁻¹, molar mass 107.133 g/mol. Number 2: total energy -7565.56543 a.u., maximum force 0.9 eV Å⁻¹, molar mass 856.369 g/mol. Number 3: total energy -857.04345 a.u., maximum force 9.8 eV Å⁻¹, molar mass 137.522 g/mol. Number 4: total energy -4462.85281 a.u., maximum force 10.3 eV Å⁻¹, molar mass 506.366 g/mol. Number 5: total energy -337.72137 a.u., maximum force 2.8 eV Å⁻¹, molar mass 100.080 g/mol. Number 6: total energy -418.29168 a.u., maximum force 4.7 eV Å⁻¹, molar mass 118.136 g/mol.